114
Properties=species:S:1:pos:R:3:lowdin_charge:R:1 method="wB97M-V/def2-TZVPD" total_charge=0 de_lowest_kcal_mol=0.00 lumo_energy_ev=-0.3
C -1.761 1.813 3.639 -1.58
Br -0.118 1.883 2.647 0.68
Br -3.258 2.468 2.560 0.61
Br -1.566 2.655 5.353 0.66
H -2.050 0.802 3.887 -0.04
C 4.121 -0.762 2.354 -1.51
Br 4.678 -0.161 4.162 0.55
Br 4.615 -2.622 2.169 0.58
Br 4.960 0.462 1.069 0.59
H 3.050 -0.642 2.285 -0.07
C 3.865 -1.549 -2.274 -1.55
Br 2.858 -3.225 -2.209 0.65
Br 3.164 -0.324 -3.679 0.57
Br 5.775 -1.734 -2.434 0.58
H 3.655 -1.078 -1.323 -0.09
C -3.944 -4.335 1.809 -1.53
Br -5.602 -3.826 2.680 0.55
Br -4.437 -5.104 0.071 0.55
Br -2.981 -5.585 2.990 0.60
H -3.337 -3.464 1.609 -0.04
C -4.540 -1.419 -1.987 -1.58
Br -4.735 -3.055 -3.054 0.52
Br -6.219 -1.011 -1.114 0.58
Br -3.798 0.000 -3.078 0.60
H -3.813 -1.673 -1.230 -0.05
C 2.526 -4.271 6.087 -1.58
Br 4.288 -3.511 5.864 0.55
Br 2.419 -5.456 7.595 0.60
Br 1.947 -5.110 4.403 0.59
H 1.859 -3.429 6.200 -0.05
C -3.888 0.609 -7.967 -0.05
C -2.423 0.477 -8.345 -0.19
O -1.621 0.365 -7.156 0.04
C -1.505 -0.832 -6.634 -0.43
O -2.071 -1.805 -6.984 0.18
C -0.456 -0.906 -5.482 -0.60
F 0.716 -1.275 -5.965 0.17
F -0.411 0.243 -4.831 0.16
F -0.912 -1.830 -4.665 0.16
H -4.159 -0.196 -7.288 0.08
H -4.522 0.659 -8.850 0.08
H -4.044 1.546 -7.433 0.08
H -2.014 1.320 -8.902 0.12
H -2.258 -0.379 -9.004 0.13
C -0.561 -2.630 3.366 -0.07
C 0.487 -2.198 2.394 -0.20
O -0.124 -1.667 1.214 0.04
C 0.614 -0.991 0.375 -0.43
O 1.788 -0.859 0.494 0.11
C -0.165 -0.567 -0.883 -0.58
F -1.442 -0.865 -0.863 0.17
F 0.044 0.717 -1.099 0.18
F 0.379 -1.266 -1.874 0.11
H -1.091 -1.788 3.824 0.07
H -0.177 -3.151 4.240 0.04
H -1.346 -3.232 2.905 0.03
H 0.998 -3.089 2.010 0.10
H 1.263 -1.580 2.845 0.11
C -0.609 5.900 -4.672 -0.05
C -1.699 4.850 -4.562 -0.20
O -2.158 4.668 -3.218 0.04
C -1.434 3.926 -2.400 -0.38
O -0.363 3.473 -2.680 0.15
C -1.988 3.871 -0.966 -0.54
F -3.232 4.340 -0.834 0.17
F -1.997 2.600 -0.557 0.12
F -1.187 4.587 -0.173 0.18
H 0.200 5.567 -4.014 0.07
H -0.967 6.840 -4.255 0.09
H -0.162 5.983 -5.658 0.08
H -1.344 3.900 -4.963 0.12
H -2.612 5.159 -5.068 0.13
C 3.279 3.796 -0.545 -0.04
C 1.767 3.807 -0.338 -0.20
O 1.414 4.316 0.950 -0.03
C 1.251 5.606 1.149 -0.43
O 1.067 6.385 0.280 0.18
C 1.187 5.954 2.648 -0.50
F 1.177 4.853 3.420 0.12
F 2.234 6.727 3.018 0.15
F 0.073 6.682 2.858 0.16
H 3.699 4.781 -0.731 0.08
H 3.418 3.160 -1.425 0.08
H 3.808 3.277 0.252 0.04
H 1.468 2.759 -0.339 0.11
H 1.216 4.321 -1.120 0.10
C 2.128 3.675 6.886 -0.06
C 2.322 2.253 6.438 -0.23
O 1.278 1.413 6.893 0.02
C 1.225 0.147 6.583 -0.43
O 2.010 -0.447 5.926 0.11
C 0.025 -0.591 7.208 -0.55
F -0.429 -1.465 6.301 0.15
F 0.439 -1.293 8.265 0.18
F -0.984 0.192 7.553 0.16
H 1.166 4.039 6.509 0.06
H 2.881 4.386 6.551 0.09
H 2.128 3.786 7.973 0.08
H 3.306 1.975 6.844 0.13
H 2.444 2.162 5.354 0.12
C 0.352 -5.298 -4.272 -0.06
C -0.376 -4.728 -3.080 -0.21
O -0.017 -5.462 -1.901 0.04
C -0.394 -5.051 -0.733 -0.44
O -1.006 -4.059 -0.524 0.15
C 0.159 -5.918 0.416 -0.55
F 1.069 -6.782 -0.064 0.16
F 0.726 -5.174 1.345 0.15
F -0.838 -6.638 0.932 0.12
H 0.097 -6.343 -4.445 0.08
H 1.443 -5.266 -4.203 0.06
H 0.150 -4.664 -5.135 0.08
H -1.453 -4.809 -3.233 0.13
H -0.075 -3.697 -2.938 0.08


71
Properties=species:S:1:pos:R:3:lowdin_charge:R:1 method="wB97M-V/def2-TZVPD" total_charge=-2 multiplicity=4 lumo_energy_ev="4.4 / 4.3"
Co 0.291 -0.044 0.956 0.23
N -0.934 -2.000 3.138 0.10
N -0.034 -2.190 -0.327 -0.08
C 1.435 1.612 0.457 -0.28
C 2.298 0.486 0.771 -0.28
C 2.035 0.092 2.130 -0.29
C 2.729 -0.996 2.899 -0.07
H 3.290 -1.668 2.228 0.06
H 2.006 -1.609 3.466 0.06
H 3.454 -0.556 3.609 0.07
C 1.000 0.933 2.657 -0.29
C 0.450 0.870 4.053 -0.07
H 1.024 1.524 4.739 0.06
H 0.495 -0.160 4.444 0.05
H -0.604 1.194 4.084 0.05
C 0.645 1.892 1.622 -0.30
C -0.328 3.026 1.777 -0.07
H -1.148 2.767 2.466 0.05
H -0.777 3.303 0.809 0.07
H 0.182 3.922 2.181 0.07
C 3.337 -0.106 -0.139 -0.06
H 4.335 -0.118 0.342 0.07
H 3.425 0.479 -1.069 0.05
H 3.090 -1.144 -0.416 0.07
C 1.457 2.418 -0.810 -0.05
H 0.439 2.621 -1.178 0.07
H 1.998 1.896 -1.615 0.05
H 1.956 3.393 -0.645 0.07
C -1.841 -2.466 4.006 -0.18
H -2.057 -1.818 4.868 0.09
C -2.495 -3.698 3.871 -0.13
H -3.224 -4.030 4.617 0.07
C -2.179 -4.484 2.751 -0.12
H -2.663 -5.455 2.596 0.09
C -1.244 -4.010 1.830 -0.04
H -0.993 -4.590 0.937 0.09
C -0.635 -2.751 2.049 -0.27
C 0.310 -2.136 1.098 -0.18
H 1.339 -2.487 1.263 0.09
C 0.011 -0.906 -0.750 -0.10
C -0.265 -3.087 -1.365 -0.07
H -0.350 -4.163 -1.226 0.09
C -0.364 -2.315 -2.494 -0.07
H -0.560 -2.582 -3.531 0.10
N -0.184 -0.972 -2.107 -0.03
C -0.136 0.144 -3.009 -0.14
C 1.084 0.447 -3.652 -0.21
C 1.123 1.569 -4.497 -0.08
H 2.068 1.824 -4.991 0.08
C -0.006 2.379 -4.710 -0.28
C 0.054 3.569 -5.640 -0.41
H 0.012 4.519 -5.080 0.02
H -0.803 3.564 -6.341 0.00
H 0.977 3.562 -6.244 0.00
C -1.200 2.041 -4.051 -0.08
H -2.091 2.662 -4.201 0.07
C -1.294 0.930 -3.196 -0.20
C -2.582 0.621 -2.475 -0.07
H -3.001 -0.350 -2.785 0.07
H -3.331 1.409 -2.658 0.06
H -2.407 0.551 -1.387 0.07
C 2.324 -0.387 -3.428 -0.07
H 2.463 -1.132 -4.234 0.07
H 2.268 -0.947 -2.481 0.06
H 3.222 0.252 -3.409 0.07
C -3.544 0.546 3.198 -0.09
C -2.437 0.352 2.257 -0.20
N -1.485 0.197 1.620 0.15
H -4.026 1.529 3.024 0.07
H -3.130 0.533 4.230 0.07
H -4.280 -0.276 3.099 0.08


78
Properties=species:S:1:pos:R:3:lowdin_charge:R:1 method="wB97M-V/def2-TZVPD" total_charge=+2 multiplicity=2 de_lowest_kcal_mol=12.95 lumo_energy_ev="-5.8 / -5.8"
Cr 0.701 -1.177 0.473 0.68
C 6.029 2.690 1.729 -0.03
C 4.963 1.855 1.084 -0.24
C 4.215 2.317 0.023 0.04
C 3.259 1.496 -0.611 -0.12
C 2.507 1.851 -1.774 0.04
N 2.025 3.015 -2.104 0.11
C 1.848 4.212 -1.256 -0.12
C 0.869 3.995 -0.111 -0.14
C -0.597 3.798 -0.501 -0.12
N -0.873 2.422 -0.903 0.09
C -1.630 2.050 -1.888 0.02
C -1.896 0.694 -2.261 -0.13
C -2.761 0.431 -3.334 0.04
C -3.037 -0.858 -3.749 -0.24
C -3.983 -1.149 -4.878 -0.03
C -2.385 -1.897 -3.078 0.05
C -1.511 -1.700 -2.014 -0.11
C -0.865 -2.859 -1.426 -0.03
N 0.040 -2.884 -0.511 -0.01
C 0.465 -4.246 -0.099 -0.18
C 1.869 -4.331 0.476 -0.14
C 2.098 -3.529 1.753 -0.17
N 2.273 -2.124 1.396 -0.05
C 3.419 -1.581 1.546 -0.03
C 3.727 -0.257 1.002 -0.15
C 4.699 0.554 1.551 0.06
C 3.007 0.191 -0.131 -0.34
O 2.075 -0.531 -0.690 -0.16
C -1.287 -0.382 -1.556 -0.32
O -0.547 -0.101 -0.540 -0.24
H 6.084 3.677 1.272 0.08
H 7.009 2.222 1.631 0.09
H 5.830 2.821 2.793 0.09
H 4.427 3.301 -0.375 0.12
H 2.286 1.052 -2.476 0.16
H 1.608 3.068 -3.023 0.16
H 1.484 4.994 -1.924 0.13
H 2.816 4.539 -0.888 0.11
H 0.921 4.894 0.507 0.13
H 1.195 3.174 0.531 0.07
H -0.892 4.461 -1.318 0.13
H -1.232 4.027 0.357 0.14
H -0.537 1.650 -0.303 0.09
H -2.073 2.843 -2.487 0.15
H -3.224 1.266 -3.847 0.13
H -4.328 -0.229 -5.347 0.08
H -4.860 -1.691 -4.524 0.09
H -3.508 -1.756 -5.648 0.09
H -2.561 -2.914 -3.414 0.14
H -1.187 -3.814 -1.847 0.14
H 0.392 -4.910 -0.962 0.13
H -0.252 -4.608 0.645 0.12
H 2.599 -4.021 -0.276 0.13
H 2.064 -5.384 0.686 0.13
H 2.978 -3.889 2.291 0.13
H 1.237 -3.608 2.421 0.12
H 4.209 -2.122 2.070 0.15
H 5.261 0.186 2.403 0.14
S 0.828 0.785 1.934 0.79
C -0.285 -0.270 2.742 -0.70
C -0.937 -0.041 3.960 -0.06
C -1.758 -1.019 4.460 -0.03
C -1.944 -2.217 3.757 -0.04
C -1.286 -2.380 2.568 -0.13
N -0.472 -1.426 2.080 -0.10
H -0.779 0.894 4.477 0.12
H -2.268 -0.864 5.402 0.12
H -2.597 -2.991 4.130 0.12
H -1.408 -3.264 1.957 0.11
N -5.756 -0.765 0.152 0.09
C -5.001 0.175 0.746 -0.93
N -5.651 1.239 1.241 0.09
S -3.329 0.033 0.860 0.70
H -6.762 -0.756 0.192 0.11
H -5.296 -1.609 -0.134 0.09
H -6.651 1.343 1.199 0.11
H -5.109 1.941 1.709 0.09


Largest force on an atom / eV Å⁻¹: 2.40 1.75 0.67